Computed, not measured: a 10-piece molecular cluster, C55H105F2N13P overall in a non-equilibrium geometry, with ωB97M-V with the def2-TZVPD basis set.

Structure (XYZ):
```
176
Properties=species:S:1:pos:R:3
C 0.067 -2.833 0.890
C -0.707 -2.592 -0.410
C -0.334 -1.237 -1.049
C -1.329 -0.098 -0.717
C -1.813 0.648 -1.963
C -3.051 1.539 -1.792
P -2.957 3.382 -1.151
C -4.879 3.514 -1.599
C -5.605 4.828 -1.409
F -5.261 5.539 -0.242
C -3.240 2.792 0.687
C -4.633 2.756 1.307
C -5.371 1.440 1.097
C -6.842 1.568 1.489
N -7.529 0.281 1.754
C -7.367 -0.629 0.694
N -6.714 -1.727 0.851
N -7.977 -0.161 -0.524
C -0.973 3.249 -0.792
C -0.380 4.511 -0.289
C -0.518 4.804 1.183
N 0.253 5.313 -1.097
C -2.519 4.167 -2.874
C -2.198 3.330 -4.084
C -1.526 4.112 -5.209
F -3.403 2.781 -4.630
H 0.137 -3.889 1.160
H -0.367 -2.274 1.720
H 1.092 -2.474 0.772
H -0.455 -3.399 -1.104
H -1.784 -2.624 -0.228
H 0.651 -0.971 -0.657
H -0.243 -1.340 -2.131
H -2.194 -0.522 -0.199
H -0.816 0.599 -0.056
H -2.093 -0.143 -2.678
H -0.957 1.135 -2.432
H -3.661 1.042 -1.029
H -3.665 1.453 -2.693
H -2.916 4.758 -0.651
H -5.462 2.669 -1.231
H -4.871 3.366 -2.686
H -5.414 5.495 -2.255
H -6.691 4.680 -1.358
H -2.778 1.814 0.877
H -2.648 3.476 1.296
H -4.543 2.865 2.398
H -5.277 3.578 0.998
H -4.940 0.625 1.672
H -5.348 1.140 0.046
H -6.956 2.206 2.366
H -7.373 2.041 0.658
H -7.085 -0.190 2.539
H -6.733 -2.275 -0.007
H -8.706 -0.810 -0.797
H -7.266 -0.229 -1.247
H -0.766 2.458 -0.073
H -0.468 3.060 -1.741
H -1.511 5.232 1.351
H 0.222 5.539 1.503
H -0.457 3.898 1.784
H 0.594 6.121 -0.573
H -1.626 4.775 -2.695
H -3.278 4.898 -3.184
H -1.535 2.494 -3.848
H -0.573 4.511 -4.867
H -2.190 4.907 -5.553
H -1.353 3.443 -6.059
C -5.188 -2.420 4.925
C -4.201 -3.136 4.012
C -2.840 -2.433 3.940
C -2.985 -1.080 3.417
N -3.167 -0.016 3.018
H -5.401 -1.415 4.558
H -6.132 -2.962 4.971
H -4.796 -2.335 5.941
H -4.621 -3.206 3.007
H -4.042 -4.156 4.368
H -2.158 -2.981 3.289
H -2.378 -2.372 4.927
C 0.633 1.308 2.828
C 2.089 1.408 3.258
C 2.956 0.284 2.678
C 2.495 -1.032 3.119
N 2.125 -2.066 3.469
H 0.181 0.378 3.180
H 0.055 2.128 3.239
H 0.539 1.339 1.739
H 2.153 1.383 4.348
H 2.504 2.365 2.936
H 3.998 0.390 2.984
H 2.924 0.307 1.587
C 4.881 -5.349 5.225
C 4.383 -4.795 3.895
C 5.465 -4.787 2.810
C 6.606 -3.956 3.187
N 7.498 -3.300 3.506
H 5.685 -4.735 5.634
H 4.073 -5.365 5.956
H 5.256 -6.369 5.116
H 4.004 -3.783 4.034
H 3.545 -5.394 3.538
H 5.064 -4.401 1.872
H 5.834 -5.798 2.625
C -8.594 1.058 -5.227
C -7.171 1.471 -4.878
C -6.148 0.360 -5.145
C -6.421 -0.834 -4.350
N -6.645 -1.774 -3.721
H -8.928 0.220 -4.611
H -9.283 1.885 -5.066
H -8.669 0.765 -6.274
H -7.115 1.767 -3.829
H -6.891 2.343 -5.470
H -5.139 0.698 -4.903
H -6.163 0.074 -6.199
C -9.882 0.001 -9.680
C -9.334 1.075 -10.613
C -8.132 1.818 -10.017
C -8.485 2.497 -8.774
N -8.795 3.013 -7.791
H -10.247 0.435 -8.749
H -10.713 -0.527 -10.147
H -9.114 -0.734 -9.432
H -10.120 1.794 -10.849
H -9.022 0.622 -11.555
H -7.753 2.566 -10.714
H -7.321 1.120 -9.804
C 10.446 -4.653 2.995
C 11.930 -4.602 3.336
C 12.742 -5.721 2.671
C 12.283 -7.045 3.082
N 11.913 -8.086 3.410
H 9.991 -5.579 3.351
H 9.913 -3.829 3.456
H 10.292 -4.588 1.915
H 12.063 -4.661 4.418
H 12.345 -3.645 3.015
H 13.800 -5.634 2.922
H 12.651 -5.653 1.585
C 13.083 -7.160 -3.584
C 13.258 -7.310 -2.078
C 11.990 -6.949 -1.293
C 11.603 -5.558 -1.514
N 11.314 -4.460 -1.709
H 12.865 -6.127 -3.856
H 13.992 -7.455 -4.107
H 12.267 -7.787 -3.949
H 14.081 -6.678 -1.739
H 13.525 -8.340 -1.838
H 12.152 -7.090 -0.223
H 11.163 -7.594 -1.590
C 4.146 5.275 -1.089
C 5.207 4.193 -1.241
C 4.809 2.873 -0.567
C 4.626 3.016 0.875
N 4.482 3.131 2.013
H 3.989 5.534 -0.041
H 4.440 6.184 -1.614
H 3.190 4.942 -1.497
H 6.160 4.535 -0.830
H 5.372 3.994 -2.302
H 5.575 2.114 -0.726
H 3.874 2.501 -0.991
C 2.523 1.173 7.850
C 2.160 2.565 8.354
C 0.668 2.882 8.201
C 0.249 2.839 6.803
N -0.054 2.790 5.693
H 2.318 1.072 6.784
H 3.583 0.973 8.003
H 1.956 0.403 8.377
H 2.742 3.316 7.817
H 2.422 2.654 9.410
H 0.441 3.875 8.589
H 0.067 2.161 8.758
```

Values from the calculation:
- Highest occupied orbital energy: -3.8 eV
- Frontier orbital gap: 5.41 eV
- Total charge: -1
- Largest force on an atom: 1.144 eV/A